1.
DFT (the ωB97M-V functional and the def2-TZVPD basis) results for a molecular structure, C6H7N in a non-equilibrium geometry.

Atoms and positions in Å:
C 1.7033 -0.4856 0.2262
C -0.0109 1.3969 -0.4931
C -0.6918 0.2797 -1.1234
C -1.5790 0.3508 0.1765
C -0.7510 -0.8491 -0.1240
N 0.3249 -0.5129 0.8332
C -0.3035 0.8366 0.8756
H 1.8915 -0.1369 -0.8230
H 2.0456 -1.5145 0.2513
H 2.3821 0.1404 0.8207
H -0.9985 0.2378 -2.1558
H -2.6598 0.5174 0.2271
H -1.1154 -1.8560 -0.3273
H -0.3130 1.4254 1.7983

Values from the calculation:
HOMO: -8.13 eV
Relative energy (zero: lowest compared OMol25 entry of this formula, charge and spin): 147.50 kcal per mole
Spin multiplicity: 1
Total charge: 0
Kohn-Sham gap: 9.04 eV


2.
DFT (the ωB97M-V functional and the def2-TZVPD basis) results for 12 unconnected molecules or ions with the total composition C40H114N10O12 in a non-equilibrium geometry.

Atoms and positions in Å:
C -4.4106 -3.6712 -2.9502
C -3.4160 -3.9163 -4.1034
C -1.9975 -3.6389 -3.6552
O -1.5790 -4.6559 -2.7044
C -0.2163 -5.0350 -2.7423
N -3.4278 -5.2621 -4.6593
H -4.1791 -4.2396 -2.1046
H -5.3879 -3.9158 -3.3159
H -4.4576 -2.6315 -2.5997
H -3.6519 -3.0881 -4.8112
H -1.9138 -2.6513 -3.1208
H -1.2706 -3.4880 -4.5012
H -0.0512 -5.8523 -2.0295
H 0.4357 -4.1901 -2.4929
H 0.1014 -5.1543 -3.8350
H -2.6665 -5.7909 -4.2025
H -4.2496 -5.7927 -4.5243
C 4.4891 4.5424 -2.2376
C 4.0807 3.3396 -3.0344
C 2.6836 3.6439 -3.5466
O 2.2099 2.6676 -4.4109
C 0.8449 2.9267 -4.8086
N 4.9786 3.0879 -4.1937
H 5.4701 4.4953 -1.8040
H 3.7117 4.7755 -1.4468
H 4.5405 5.4070 -2.9905
H 4.0918 2.4597 -2.3281
H 2.7406 4.6205 -4.0609
H 1.9936 3.7521 -2.7315
H 0.5335 2.0940 -5.4431
H 0.7809 3.8551 -5.4000
H 0.2677 3.1452 -3.9621
H 5.9398 3.1103 -3.8184
H 4.8475 2.1422 -4.5195
C 5.3575 2.4352 0.8832
C 4.2412 1.6655 1.6303
C 3.4263 2.5439 2.4914
O 2.3108 1.8887 3.0218
C 2.6542 1.0863 4.0628
N 3.4701 0.8979 0.6694
H 4.9922 3.2920 0.2861
H 5.7740 1.8309 0.0867
H 6.0793 2.6779 1.6197
H 4.8310 1.0213 2.2830
H 3.0376 3.4213 1.9038
H 4.0747 2.8368 3.3809
H 3.1910 1.6600 4.8049
H 3.2001 0.2063 3.7116
H 1.6759 0.7730 4.5432
H 2.5521 0.5350 0.9743
H 3.9854 0.0871 0.2977
C 0.1212 4.3478 0.9121
C -1.2179 4.7095 0.4187
C -1.5291 3.9282 -0.8758
O -2.9074 4.1119 -1.0654
C -3.4088 3.4548 -2.2010
N -2.2122 4.3010 1.4900
H 0.0944 3.3293 1.1596
H 0.3632 5.0223 1.7557
H 0.9240 4.6278 0.1577
H -1.2165 5.8378 0.1629
H -1.2302 2.8921 -0.7859
H -0.9558 4.4287 -1.7566
H -3.3982 2.3533 -2.0872
H -2.7644 3.5908 -3.0818
H -4.4631 3.7636 -2.2799
H -3.1696 4.5032 1.1875
H -2.1390 3.3428 1.6985
C -2.9851 -4.4496 4.3645
C -2.9847 -3.1693 5.2340
C -1.7248 -2.3493 5.2127
O -0.7152 -3.0506 5.8263
C 0.4564 -2.3496 5.9838
N -4.0441 -2.2438 4.7327
H -2.8864 -4.2098 3.3635
H -3.9317 -4.9866 4.6620
H -2.1248 -5.0576 4.6927
H -3.2957 -3.4776 6.2216
H -1.8869 -1.5016 5.7749
H -1.4711 -2.0540 4.1592
H 1.2370 -3.0575 6.1348
H 0.4460 -1.8426 6.9652
H 0.6286 -1.6524 5.1891
H -4.9142 -2.7937 4.6384
H -3.7489 -2.0399 3.7828
C 3.4701 -3.2203 -0.6522
C 4.7359 -2.7039 -1.3229
C 5.0580 -3.4926 -2.5000
O 5.3669 -4.8423 -2.3190
C 6.4049 -5.1961 -1.4944
N 4.5922 -1.2829 -1.6960
H 3.4269 -2.7138 0.3018
H 3.4205 -4.2963 -0.4409
H 2.6558 -2.9559 -1.2885
H 5.6231 -2.5981 -0.6577
H 5.8539 -3.0326 -3.0188
H 4.2033 -3.6432 -3.1673
H 6.9936 -4.3587 -1.1881
H 7.1286 -5.8689 -1.9801
H 6.0596 -5.6480 -0.5820
H 5.4659 -0.9389 -2.1234
H 3.8425 -1.1675 -2.4249
C -3.9807 4.9100 6.6947
C -2.8059 5.1831 5.7393
C -1.5518 4.6155 6.4005
O -0.4225 4.7229 5.5326
C 0.6736 4.0179 5.9948
N -3.0215 4.4391 4.5062
H -3.8261 5.3441 7.6762
H -4.1441 3.8446 6.8494
H -5.0057 5.2682 6.3311
H -2.6513 6.2738 5.5929
H -1.7945 3.5738 6.5799
H -1.4035 5.1631 7.3797
H 1.5679 4.2220 5.4303
H 0.4707 2.9252 5.9847
H 0.8637 4.2610 7.0395
H -2.2956 4.5990 3.8463
H -3.8660 4.8531 4.0943
C -6.3836 -2.0653 0.3961
C -5.0089 -1.3485 0.4070
C -5.1300 0.0568 1.0294
O -6.1206 0.7466 0.2622
C -6.2534 2.1243 0.6512
N -4.0085 -2.1041 1.2127
H -7.1406 -1.4790 -0.0890
H -6.6016 -2.2060 1.4370
H -6.3078 -2.9580 -0.1516
H -4.6818 -1.1827 -0.6631
H -4.1635 0.6084 1.1406
H -5.6037 -0.0624 1.9878
H -7.0944 2.5089 0.1009
H -5.3280 2.7227 0.3886
H -6.3933 2.2928 1.6938
H -3.0609 -1.8397 1.0527
H -4.0492 -3.0609 0.9771
C 3.6562 -0.3295 -5.9161
C 2.4685 -1.2456 -5.5257
C 2.7355 -2.6685 -6.0920
O 1.7023 -3.6019 -5.7225
C 1.8568 -4.7792 -6.4644
N 2.3167 -1.3005 -4.0767
H 3.6430 -0.0467 -7.0071
H 4.5510 -0.8097 -5.5805
H 3.5733 0.6494 -5.3613
H 1.5253 -0.9958 -6.0635
H 3.7557 -2.9713 -5.7446
H 2.8226 -2.5687 -7.1531
H 2.8290 -5.2971 -6.2167
H 1.8407 -4.5819 -7.5983
H 1.0231 -5.4164 -6.2922
H 1.4490 -1.8423 -3.8816
H 2.0004 -0.3689 -3.7901
C -1.2625 -0.0712 -1.4138
C 0.0639 0.0770 -0.6207
C 0.4754 -1.3141 -0.1095
O -0.4961 -1.6855 0.9139
C -0.3895 -3.0606 1.2226
N 1.1066 0.4618 -1.6018
H -1.2080 0.3466 -2.4003
H -2.1182 0.3718 -0.9589
H -1.3811 -1.1114 -1.6354
H 0.0088 0.7595 0.2339
H 1.4358 -1.4165 0.4134
H 0.6189 -2.0193 -0.9908
H 0.7092 -3.2094 1.3480
H -0.8966 -3.7798 0.5156
H -0.9075 -3.1416 2.1847
H 2.0402 0.4998 -1.0886
H 0.8392 1.3898 -1.8539
O -1.8920 0.9605 1.4487
H -1.3835 0.1593 1.4932
H -2.1074 1.1057 2.4198
O -2.5116 1.6781 4.0716
H -2.6082 2.6634 4.2549
H -3.3285 1.2908 4.3791

Values from the calculation:
HOMO: -8.95 eV
Relative energy (zero: lowest compared OMol25 entry of this formula, charge and spin): 71.33 kcal per mole
Spin multiplicity: 1
Total charge: 0
Kohn-Sham gap: 9.53 eV


3.
DFT (the ωB97M-V functional and the def2-TZVPD basis) results for 2 unconnected molecules or ions with the total composition C8H12ClNO2 in a non-equilibrium geometry.

Atoms and positions in Å:
C -2.1244 -0.7619 -1.9610
C -1.3234 0.2425 -2.4154
C -1.2210 -1.6236 -1.2517
C -0.0052 -1.1436 -1.3654
C 2.3719 0.3890 1.6094
C 0.9190 1.9738 -0.3042
C -1.2009 -0.5681 2.0231
C 0.9048 0.4075 1.4392
N 0.0315 0.0120 -2.0890
O 0.2735 1.2556 0.6723
O 0.2349 -0.4406 2.1193
Cl -1.8026 -3.1257 -0.6196
H -3.0389 -1.1340 -2.2870
H -1.4870 1.0601 -3.0724
H 2.6850 -0.1478 2.5183
H 2.6460 1.4934 1.4167
H 2.9105 -0.2169 0.8873
H 0.3659 2.9079 -0.4846
H 0.8977 -1.4820 -0.8972
H 1.9655 2.0710 -0.3217
H -1.5032 -1.0328 1.0466
H -1.6799 0.4059 2.0615
H -1.3909 -1.3260 2.8142
H 0.5712 0.7842 -1.5388

Values from the calculation:
HOMO: -6.83 eV
Relative energy (zero: lowest compared OMol25 entry of this formula, charge and spin): 83.79 kcal per mole
Spin multiplicity: 1
Total charge: 0
Kohn-Sham gap: 7.45 eV


4.
DFT (the ωB97M-V functional and the def2-TZVPD basis) results for a molecular structure, C52H40I2N5O7P2S2SeW in a non-equilibrium geometry.

Atoms and positions in Å:
W -0.7456 -1.1755 1.5802
I 2.4635 -1.1830 4.6717
C 2.2481 -2.4447 3.0322
C 2.6837 -3.7686 3.0475
C 2.3350 -4.6297 2.0341
I 3.0447 -6.5998 2.1270
C 1.4860 -4.2420 0.9712
C 0.9773 -5.0706 -0.0342
C 0.1009 -4.5332 -0.9631
C -0.2759 -3.2102 -0.9165
N 0.1837 -2.3289 0.0062
C 1.0814 -2.8796 0.9379
C 1.4850 -1.9860 1.9513
O 1.0363 -0.7028 1.8360
H 3.2888 -4.1156 3.8720
H 1.2516 -6.1127 -0.0801
H -0.3055 -5.1631 -1.7400
H -0.9876 -2.8032 -1.6214
O -2.4592 -2.8160 4.5676
S -1.9705 -1.5774 4.0560
O -0.5170 -1.6309 3.6452
O -2.6614 -1.1676 2.8038
C -2.0225 -0.3375 5.2892
C -2.7337 -0.5436 6.4614
C -2.6143 0.3832 7.4838
C -1.7797 1.4832 7.3276
C -1.0894 1.6802 6.1412
C -1.2063 0.7688 5.1036
S -0.0849 1.0149 3.6438
O 3.7111 2.0103 2.1262
O -0.0886 2.4744 3.5837
O -1.0386 0.5258 2.4396
H -3.3497 -1.4259 6.5583
H -3.1482 0.2357 8.4112
H -1.6567 2.1833 8.1411
H -0.4450 2.5354 5.9996
C -0.0208 2.1989 -1.2874
N 0.5797 1.7846 -2.5377
C 1.9699 1.3359 -2.5853
P 2.6182 0.2948 -1.1845
C 4.0133 -0.4095 -2.1806
C 4.6977 0.2867 -3.1806
C 5.7266 -0.3180 -3.8831
C 6.0850 -1.6318 -3.6212
C 5.3986 -2.3421 -2.6519
C 4.3778 -1.7308 -1.9399
C 3.5505 1.6305 -0.2778
C 4.7961 2.0558 -0.5951
C 5.4017 3.2008 0.0281
C 4.7886 3.8869 1.0042
C 3.6031 3.3319 1.6420
C 2.9542 2.1570 0.9533
C 0.1219 2.3689 -3.7329
C 0.9780 2.5515 -4.8217
C 0.5280 3.1562 -5.9850
C -0.7813 3.5893 -6.0988
C -1.6471 3.3800 -5.0374
C -1.2066 2.7786 -3.8723
P -1.0089 0.7894 -0.3272
C -2.2170 1.8835 0.5185
C -3.4599 1.3707 0.8940
C -4.3937 2.1835 1.5128
C -4.0783 3.5006 1.8150
C -2.8169 3.9895 1.5215
C -1.8881 3.1893 0.8747
C -1.8500 0.2531 -1.8619
C -1.1034 -0.5536 -2.7212
C -1.6127 -0.9194 -3.9563
C -2.8746 -0.4922 -4.3422
C -3.6251 0.3020 -3.4893
C -3.1126 0.6858 -2.2590
H -0.8160 2.9141 -1.4893
H 0.7283 2.6618 -0.6377
H 2.6467 2.1980 -2.6813
H 2.0640 0.6995 -3.4689
H 4.4376 1.3060 -3.4294
H 6.2441 0.2464 -4.6461
H 6.8832 -2.0961 -4.1815
H 5.6433 -3.3758 -2.4481
H 3.8524 -2.2861 -1.1828
H 5.3278 1.6114 -1.4222
H 6.3276 3.5677 -0.3919
H 5.1528 4.8457 1.3423
H 2.9807 3.9618 2.2668
H 1.8900 1.9899 1.1166
H 2.0103 2.2408 -4.7789
H 1.2193 3.2983 -6.8041
H -1.1191 4.0871 -6.9958
H -2.6805 3.6887 -5.1136
H -1.9176 2.6210 -3.0761
H -3.6983 0.3316 0.7073
H -5.3705 1.7907 1.7595
H -4.8114 4.1342 2.2933
H -2.5440 4.9989 1.7940
H -0.9006 3.5860 0.6839
H -0.1139 -0.8762 -2.4207
H -1.0243 -1.5371 -4.6211
H -3.2677 -0.7706 -5.3096
H -4.6101 0.6340 -3.7869
H -3.6941 1.3346 -1.6183
Se -1.4085 -4.8006 2.7611
N -2.9510 -5.1974 2.0120
C -3.3378 -4.2004 1.2110
C -4.4991 -4.1169 0.4372
C -4.6641 -2.9647 -0.3261
C -3.7344 -1.9473 -0.3260
N -2.5759 -1.9797 0.4014
C -2.4236 -3.1004 1.1363
N -1.3033 -3.2191 1.8730
H -5.2115 -4.9272 0.4306
H -5.5409 -2.8575 -0.9471
H -3.8787 -1.0803 -0.9512

Values from the calculation:
HOMO (alpha / beta): -9.01 / -9.94 eV
Expectation value of S²: 2.047
Relative energy (zero: lowest compared OMol25 entry of this formula, charge and spin): 136.28 kcal per mole
Spin multiplicity: 3
Total charge: +1
Kohn-Sham gap (alpha / beta): 4.96 / 5.71 eV